{
  "formula": "C6H12O",
  "method": "the ωB97M-V functional and the def2-TZVPD basis",
  "mol_weight_g_mol": 100.16,
  "relative_energy_ev": 2.0961,
  "homo_energy_ev": -8.240,
  "energy_ev": -8462.25779,
  "spin_multiplicity": 1,
  "elements": ["C", "O", "C", "H", "C", "H", "H", "C", "H", "H", "H", "H", "H", "H", "H", "C", "H", "H", "C"],
  "coordinates": [[0.29573, -0.12502, -0.87112], [4.90319, 3.78723, 2.40848], [-3.18296, -1.51047, -0.09038], [-1.46871, 0.48489, 0.05431], [-1.67930, -1.59828, -0.22943], [0.57887, 1.95261, -1.19516], [-3.46952, -0.51214, 0.26580], [-0.96100, -0.34422, -0.44881], [-1.70314, -3.70271, -0.42755], [0.78772, 1.44036, 0.42721], [2.10683, 1.01042, -0.55625], [5.44652, 4.37378, 2.95659], [5.16832, 4.09843, 1.53387], [0.73038, -0.93002, -1.45633], [-3.79258, -1.68222, -0.97611], [-1.12539, -2.79025, -0.51259], [-0.14159, -2.89169, -0.95160], [-3.52352, -2.21275, 0.67354], [1.03015, 1.15204, -0.60448]],
  "nbo_charge": [-0.1342, -0.9276, -0.6374, 0.1807, -0.0312, 0.2291, 0.2050, -0.2368, 0.1908, 0.2185, 0.2267, 0.4642, 0.4636, 0.1907, 0.2230, -0.3720, 0.1899, 0.2186, -0.6617]
}